1.
Density functional theory data (wB97M-V/def2-TZVPD) for 2 unconnected molecules or ions with the total composition C3H10NS.

Its spin multiplicity is 2. The calculation puts the HOMO energy (alpha / beta) at -9.382 / -9.117 eV. As for the HOMO-LUMO gap (alpha / beta): 10.3 / 6.9 eV.

Positions of all 15 atoms, in Å:
C 2.015 -0.711 -1.296
S 0.536 -0.678 -2.492
H 2.117 -0.068 -0.377
H 2.131 -1.759 -0.913
H 2.881 -0.351 -1.903
C -0.641 -0.609 1.402
C -1.501 0.644 0.736
N -0.426 1.541 0.020
H -1.373 -1.168 1.999
H -0.400 -1.328 0.602
H 0.253 -0.296 1.966
H -2.231 0.408 -0.015
H -2.144 1.077 1.628
H -0.176 1.061 -0.882
H -1.042 2.238 -0.474

natural (NBO) atomic charge list, values in e, 2 entries: atom 1 (C): -0.787, atom 2 (S): 0.092

=====

2.
Density functional theory data (wB97M-V/def2-TZVPD) for a molecular structure, C3H10NS.

Its spin multiplicity is 2. The calculation puts the HOMO energy (alpha / beta) at -6.514 / -8.238 eV. As for the HOMO-LUMO gap (alpha / beta): 7.4 / 8.7 eV.

Positions of all 15 atoms, in Å:
C 0.148 -1.505 1.080
N -0.176 -2.385 0.014
H -0.667 -1.277 1.751
H 1.090 -1.585 1.621
H 0.575 -2.983 -0.308
H -0.902 -3.005 0.359
C 0.841 0.406 -1.375
S 0.056 0.453 0.576
C -0.878 2.537 0.318
H 1.035 1.459 -1.469
H -0.025 -0.002 -1.879
H 1.651 -0.278 -1.215
H -1.621 2.990 0.962
H 0.077 3.043 0.192
H -1.204 2.130 -0.628

natural (NBO) atomic charge list, values in e, 2 entries: atom 1 (C): -0.279, atom 2 (N): -0.842

=====

Tell me which of them is the most stable. Sure, it is 1.

=====

1.
Density functional theory data (wB97M-V/def2-TZVPD) for HNO2S in the gas phase.

The SMILES is N=S(=O)=O. The calculation puts the HOMO energy (alpha / beta) at -10.652 / -10.674 eV. As for the HOMO-LUMO gap (alpha / beta): 8.3 / 8.3 eV.

Positions of all 5 atoms, in Å:
N -0.514 1.026 -0.708
O 0.022 -0.884 1.416
O 1.563 -0.879 -0.497
S 0.320 -0.525 0.051
H -1.392 1.262 -0.262

natural (NBO) atomic charge list, values in e, 2 entries: atom 1 (N): -0.789, atom 2 (O): -0.810

=====

2.
Density functional theory data (wB97M-V/def2-TZVPD) for HNO2S in the gas phase.

The calculation puts the HOMO energy at -10.947 eV. As for the HOMO-LUMO gap: 10.6 eV.

Positions of all 5 atoms, in Å:
N -0.490 -0.001 0.493
O -3.176 -0.387 0.412
O -1.187 1.248 0.250
S -1.954 0.048 -0.512
H 0.412 0.043 0.026

natural (NBO) atomic charge list, values in e, 2 entries: atom 1 (N): -0.455, atom 2 (O): -0.829

=====

Tell me which of them is the most stable. Sure, it is 2.

=====

1.
Density functional theory data (wB97M-V/def2-TZVPD) for 2 unconnected molecules or ions with the total composition Cl2H3NSi.

The calculation puts the HOMO energy (alpha / beta) at -8.084 / -11.324 eV. As for the HOMO-LUMO gap (alpha / beta): 7.2 / 10.3 eV.

Positions of all 7 atoms, in Å:
N -0.013 -1.082 2.102
Si 0.561 1.183 -1.214
Cl 1.004 0.141 -2.790
Cl -1.120 2.215 -1.509
H -0.943 -0.722 1.881
H 0.039 -2.008 1.692
H 0.472 0.272 -0.161

natural (NBO) atomic charge list, values in e, 2 entries: atom 1 (N): -0.589, atom 2 (Si): 0.936

=====

2.
Density functional theory data (wB97M-V/def2-TZVPD) for 2 unconnected molecules or ions with the total composition Cl2H3NSi.

The SMILES is [H]/N=[SiH]/Cl.Cl. The calculation puts the HOMO energy at -9.938 eV. As for the HOMO-LUMO gap: 9.4 eV.

Positions of all 7 atoms, in Å:
N 0.744 -0.815 0.655
Si -0.525 -0.896 -0.359
Cl -2.333 0.082 -0.115
Cl 0.650 2.294 0.054
H 1.633 -1.268 0.450
H 0.325 1.713 1.144
H -0.494 -1.110 -1.830

natural (NBO) atomic charge list, values in e, 2 entries: atom 1 (N): -1.349, atom 2 (Si): 1.492

=====

Tell me which of them is the most stable. Sure, it is 2.